1.
{
  "formula": "C25H55O17",
  "method": "ωB97M-V with the def2-TZVPD basis set",
  "symbols": ["C", "C", "O", "O", "H", "H", "H", "C", "O", "H", "H", "H", "H", "C", "O", "H", "H", "H", "H", "C", "O", "H", "H", "H", "H", "C", "O", "H", "H", "H", "H", "C", "O", "H", "H", "H", "H", "C", "O", "H", "H", "H", "H", "C", "O", "H", "H", "H", "H", "O", "C", "O", "C", "C", "C", "H", "H", "H", "H", "H", "H", "O", "C", "O", "C", "C", "C", "H", "H", "H", "H", "H", "H", "O", "C", "O", "C", "C", "C", "H", "H", "H", "H", "H", "H", "O", "C", "O", "C", "C", "C", "H", "H", "H", "H", "H", "H"],
  "coordinates": [[0.11, 0.72, 0.51], [1.47, 0.59, -0.12], [2.51, 0.42, 0.66], [1.54, 0.67, -1.38], [-0.29, -0.33, 0.57], [-0.57, 1.14, -0.24], [0.13, 1.22, 1.47], [3.57, 1.16, -3.84], [3.09, 2.18, -2.98], [2.94, 0.89, -4.69], [4.56, 1.45, -4.23], [3.80, 0.22, -3.29], [2.73, 1.68, -2.27], [0.82, 3.08, 5.12], [0.50, 3.32, 3.78], [1.47, 2.23, 5.21], [1.28, 3.94, 5.64], [-0.14, 2.89, 5.58], [1.25, 3.10, 3.24], [1.76, -1.49, 3.53], [2.57, -1.55, 2.40], [2.25, -2.15, 4.23], [1.75, -0.49, 4.00], [0.76, -1.84, 3.44], [2.44, -0.63, 1.99], [2.90, 3.83, 0.95], [2.61, 2.92, 2.08], [2.90, 4.84, 1.32], [3.88, 3.57, 0.56], [2.08, 3.72, 0.19], [2.70, 2.04, 1.74], [1.56, -2.16, -3.05], [0.27, -1.62, -2.90], [1.96, -1.93, -4.03], [2.26, -1.76, -2.35], [1.39, -3.26, -3.02], [0.38, -0.78, -2.43], [-0.18, 2.88, -3.89], [-0.68, 1.94, -2.92], [0.92, 2.88, -3.97], [-0.70, 2.64, -4.84], [-0.40, 3.90, -3.61], [0.10, 1.74, -2.38], [5.02, -1.98, 0.12], [4.21, -1.15, -0.68], [5.62, -1.39, 0.80], [4.47, -2.61, 0.80], [5.48, -2.68, -0.58], [3.66, -0.64, -0.11], [-2.97, -4.94, -0.22], [-2.80, -4.13, -1.09], [-3.24, -2.81, -1.06], [-2.72, -2.13, -2.19], [-2.43, -3.19, -3.25], [-2.00, -4.39, -2.38], [-1.72, -1.73, -2.02], [-3.32, -1.31, -2.46], [-1.65, -2.86, -3.93], [-3.23, -3.48, -3.92], [-0.95, -4.19, -2.04], [-2.10, -5.42, -2.68], [-3.45, 5.95, -1.50], [-2.74, 5.42, -0.67], [-1.41, 5.65, -0.55], [-0.82, 5.03, 0.61], [-1.91, 4.12, 1.20], [-3.18, 4.53, 0.53], [-0.59, 5.74, 1.38], [0.06, 4.46, 0.27], [-2.04, 4.23, 2.29], [-1.73, 3.08, 0.94], [-3.74, 5.18, 1.20], [-3.82, 3.70, 0.27], [-6.31, 0.16, 3.38], [-5.58, -0.01, 2.46], [-6.02, -0.41, 1.27], [-4.99, -0.71, 0.33], [-3.68, -0.38, 1.06], [-4.07, 0.18, 2.41], [-5.15, -0.10, -0.51], [-4.97, -1.80, 0.12], [-3.03, 0.26, 0.42], [-3.12, -1.35, 1.07], [-3.86, 1.22, 2.45], [-3.64, -0.20, 3.33], [-0.44, -2.43, 1.45], [0.39, -3.25, 1.17], [0.44, -4.35, 1.98], [1.47, -5.17, 1.43], [1.54, -4.83, -0.11], [1.23, -3.35, -0.04], [1.11, -6.24, 1.56], [2.42, -4.94, 1.91], [0.78, -5.31, -0.74], [2.55, -5.03, -0.44], [0.57, -3.06, -0.86], [2.13, -2.79, 0.00]],
  "mulliken_charge": [0.33, 1.23, -1.32, -0.06, -0.67, -0.10, 0.20, -0.53, -0.62, 0.25, 0.33, 0.06, 0.31, -0.67, -0.36, 0.23, 0.25, 0.25, 0.45, -0.55, -0.40, 0.28, 0.08, 0.26, 0.30, -0.30, -0.65, 0.35, 0.28, -0.08, 0.26, -0.52, -0.47, 0.30, 0.03, 0.27, 0.10, -0.60, -0.43, 0.19, 0.24, 0.21, 0.26, -0.68, -0.40, 0.27, 0.16, 0.29, 0.20, -0.62, 0.27, -0.25, 0.44, -0.89, 0.39, -0.48, 0.55, 0.33, 0.32, -0.51, 0.47, -0.61, 0.51, -0.41, 0.15, 0.53, -0.60, 0.25, -0.13, 0.36, -0.59, 0.28, 0.28, -0.60, 0.43, -0.41, -0.38, 0.95, -0.34, 0.33, 0.16, -0.28, -0.23, 0.10, 0.33, -0.52, 0.20, -0.42, -0.57, -0.71, 2.72, 0.37, 0.27, 0.29, 0.38, -1.42, -0.49],
  "total_energy_ev": -61625.526,
  "e_above_lowest_kcal_mol": 0.00,
  "orbital_gap_ev": 9.9,
  "homo_energy_ev": -7.41,
  "charge": -1,
  "fmax_ev_per_a": 3.03
}

2.
{
  "formula": "C25H56Cl4",
  "method": "ωB97M-V with the def2-TZVPD basis set",
  "symbols": ["Cl", "C", "Cl", "Cl", "Cl", "C", "C", "C", "C", "C", "C", "H", "H", "H", "H", "H", "H", "H", "H", "H", "H", "H", "H", "H", "H", "C", "C", "C", "C", "C", "C", "H", "H", "H", "H", "H", "H", "H", "H", "H", "H", "H", "H", "H", "H", "C", "C", "C", "C", "C", "C", "H", "H", "H", "H", "H", "H", "H", "H", "H", "H", "H", "H", "H", "H", "C", "C", "C", "C", "C", "C", "H", "H", "H", "H", "H", "H", "H", "H", "H", "H", "H", "H", "H", "H"],
  "coordinates": [[6.52, 1.06, -15.77], [7.36, -0.39, -16.27], [9.02, 0.03, -16.78], [7.34, -1.54, -14.91], [6.58, -1.16, -17.64], [6.45, -5.27, -19.29], [7.38, -4.88, -20.44], [8.85, -4.94, -20.00], [9.38, -3.79, -19.15], [10.81, -3.98, -18.66], [11.31, -2.69, -17.98], [6.63, -4.64, -18.42], [6.68, -6.29, -18.97], [5.39, -5.23, -19.54], [7.29, -5.53, -21.30], [7.10, -3.86, -20.69], [9.50, -5.06, -20.88], [9.05, -5.92, -19.52], [9.31, -2.91, -19.79], [8.74, -3.62, -18.28], [10.84, -4.78, -17.92], [11.51, -4.21, -19.46], [11.55, -1.85, -18.64], [10.60, -2.37, -17.23], [12.27, -2.90, -17.51], [2.45, 1.65, -16.98], [2.78, 1.13, -15.57], [2.88, -0.40, -15.50], [2.78, -0.91, -14.06], [4.04, -0.62, -13.24], [3.87, -1.13, -11.80], [2.34, 2.73, -16.83], [1.47, 1.30, -17.29], [3.22, 1.45, -17.72], [3.67, 1.61, -15.16], [1.96, 1.49, -14.93], [3.85, -0.66, -15.93], [2.09, -0.86, -16.08], [1.88, -0.52, -13.58], [2.60, -1.99, -14.05], [4.95, -1.04, -13.67], [4.18, 0.47, -13.21], [3.71, -2.22, -11.81], [4.77, -1.01, -11.20], [3.00, -0.70, -11.31], [13.33, -2.12, -14.43], [13.21, -0.88, -13.56], [11.80, -0.30, -13.53], [11.61, 0.83, -12.54], [10.20, 1.43, -12.51], [9.81, 2.12, -13.81], [12.49, -2.78, -14.22], [14.30, -2.60, -14.34], [13.15, -1.87, -15.49], [13.55, -1.12, -12.55], [13.87, -0.08, -13.93], [11.06, -1.08, -13.31], [11.51, 0.07, -14.52], [11.84, 0.56, -11.50], [12.29, 1.63, -12.85], [9.50, 0.63, -12.24], [10.13, 2.19, -11.72], [10.45, 2.99, -14.00], [9.89, 1.56, -14.74], [8.80, 2.52, -13.75], [2.31, 2.28, -11.80], [2.46, 3.30, -12.92], [3.89, 3.84, -13.07], [4.04, 4.77, -14.26], [5.41, 5.46, -14.34], [6.54, 4.50, -14.72], [2.61, 2.64, -10.82], [2.91, 1.39, -11.99], [1.28, 1.92, -11.69], [2.11, 2.95, -13.89], [1.77, 4.12, -12.69], [4.61, 3.02, -13.13], [4.13, 4.37, -12.14], [3.90, 4.26, -15.22], [3.24, 5.52, -14.19], [5.39, 6.26, -15.10], [5.63, 5.94, -13.39], [6.27, 3.84, -15.54], [7.43, 5.09, -14.91], [6.74, 3.88, -13.84]],
  "mulliken_charge": [0.10, 0.13, -0.12, -0.18, -0.10, -1.10, -0.32, -0.92, -0.06, -0.67, -0.90, 0.23, 0.32, 0.34, 0.30, 0.23, 0.37, 0.36, 0.28, 0.08, 0.32, 0.35, 0.35, 0.14, 0.31, -1.66, 0.76, -0.45, -0.63, 1.49, -1.62, 0.40, 0.41, 0.30, -0.29, 0.16, -0.05, 0.39, 0.28, 0.37, -0.29, -0.63, 0.43, 0.35, 0.33, -1.10, -0.45, -0.22, -0.85, -0.45, -0.21, 0.33, 0.40, 0.15, 0.36, 0.31, 0.31, 0.15, 0.34, 0.28, 0.27, 0.33, 0.35, -0.06, -0.16, -0.99, -0.28, -0.44, -0.29, -0.91, -0.76, 0.44, -0.18, 0.39, 0.15, 0.48, -0.01, 0.59, 0.01, 0.36, 0.36, 0.36, 0.11, 0.43, 0.18],
  "smiles": "ClC(Cl)(Cl)Cl.CCCCCC.CCCCCC.CCCCCC.CCCCCC",
  "total_energy_ev": -76923.305,
  "e_above_lowest_kcal_mol": 0.00,
  "orbital_gap_ev": 11.0,
  "homo_energy_ev": -10.77,
  "fmax_ev_per_a": 1.43
}

3.
{
  "formula": "C25H56F6IN5O11S",
  "method": "ωB97M-V with the def2-TZVPD basis set",
  "symbols": ["O", "C", "O", "C", "F", "F", "C", "F", "F", "C", "F", "F", "C", "O", "O", "S", "O", "O", "I", "H", "C", "C", "C", "O", "C", "N", "H", "H", "H", "H", "H", "H", "H", "H", "H", "H", "H", "C", "C", "C", "O", "C", "N", "H", "H", "H", "H", "H", "H", "H", "H", "H", "H", "H", "C", "C", "C", "O", "C", "N", "H", "H", "H", "H", "H", "H", "H", "H", "H", "H", "H", "C", "C", "C", "O", "C", "N", "H", "H", "H", "H", "H", "H", "H", "H", "H", "H", "H", "C", "C", "C", "O", "C", "N", "H", "H", "H", "H", "H", "H", "H", "H", "H", "H", "H"],
  "coordinates": [[1.63, -3.73, 0.59], [2.23, -3.26, -0.35], [2.28, -3.85, -1.55], [3.05, -1.98, -0.17], [4.00, -2.27, 0.73], [3.65, -1.63, -1.31], [2.28, -0.77, 0.41], [1.79, -1.05, 1.61], [3.20, 0.19, 0.55], [1.14, -0.19, -0.47], [1.18, 1.13, -0.38], [1.31, -0.51, -1.75], [-0.30, -0.55, 0.01], [-0.80, 0.14, 0.86], [-0.96, -1.56, -0.61], [-2.09, -2.32, 0.45], [-1.27, -2.89, 1.48], [-2.58, -3.49, -0.55], [-1.08, -4.72, -1.11], [2.47, -3.22, -2.25], [-2.71, 1.52, -5.07], [-1.41, 1.87, -4.34], [-0.22, 2.13, -5.27], [0.36, 0.96, -5.82], [-0.28, 0.44, -6.97], [-1.12, 0.83, -3.35], [-2.69, 0.50, -5.45], [-3.55, 1.60, -4.39], [-2.88, 2.19, -5.91], [-1.59, 2.80, -3.79], [0.57, 2.60, -4.69], [-0.49, 2.83, -6.08], [-0.68, 1.24, -7.60], [-1.08, -0.25, -6.71], [0.47, -0.11, -7.54], [-0.32, 1.11, -2.79], [-0.80, 0.01, -3.86], [4.32, 0.84, -7.81], [4.86, 1.32, -9.16], [4.47, 2.76, -9.50], [3.13, 2.92, -9.93], [2.18, 3.02, -8.89], [4.45, 0.37, -10.20], [3.26, 0.61, -7.85], [4.83, -0.08, -7.51], [4.48, 1.59, -7.03], [5.95, 1.29, -9.10], [5.09, 3.09, -10.34], [4.68, 3.44, -8.66], [2.58, 3.54, -8.02], [1.82, 2.03, -8.59], [1.33, 3.58, -9.28], [4.90, 0.62, -11.07], [3.46, 0.51, -10.37], [-1.73, 5.24, 1.00], [-1.04, 3.90, 1.24], [-0.75, 3.60, 2.71], [0.36, 4.30, 3.25], [0.09, 5.62, 3.69], [0.16, 3.83, 0.41], [-1.04, 6.08, 1.10], [-2.15, 5.28, 0.00], [-2.55, 5.39, 1.71], [-1.73, 3.12, 0.89], [-0.49, 2.54, 2.80], [-1.63, 3.77, 3.34], [-0.91, 5.70, 4.12], [0.20, 6.35, 2.88], [0.82, 5.86, 4.46], [0.56, 2.90, 0.49], [0.86, 4.44, 0.82], [2.13, -3.19, 5.77], [1.28, -3.36, 4.52], [-0.21, -3.60, 4.80], [-0.53, -4.91, 5.24], [-0.35, -5.15, 6.62], [1.86, -4.42, 3.68], [2.31, -4.14, 6.27], [3.10, -2.78, 5.52], [1.65, -2.52, 6.48], [1.34, -2.43, 3.95], [-0.76, -3.47, 3.86], [-0.60, -2.87, 5.51], [-0.59, -4.26, 7.21], [0.67, -5.47, 6.84], [-1.03, -5.95, 6.91], [1.36, -4.45, 2.80], [1.66, -5.31, 4.13], [-5.16, -0.87, 6.05], [-4.49, -2.22, 6.28], [-4.32, -2.59, 7.76], [-3.26, -1.92, 8.42], [-3.57, -0.62, 8.90], [-3.22, -2.25, 5.56], [-4.48, -0.04, 6.25], [-5.48, -0.78, 5.01], [-6.04, -0.75, 6.69], [-5.14, -2.98, 5.84], [-4.07, -3.65, 7.82], [-5.26, -2.45, 8.32], [-4.61, -0.56, 9.25], [-3.40, 0.14, 8.14], [-2.91, -0.41, 9.74], [-2.82, -3.19, 5.62], [-2.56, -1.67, 6.06]],
  "mulliken_charge": [-0.35, -0.03, -0.45, 1.00, -0.29, -0.31, 0.37, -0.11, -0.33, 1.15, -0.35, -0.24, 0.03, -0.48, -0.23, 0.61, -0.37, -0.51, 0.31, 0.36, -1.56, 0.22, -0.67, -0.30, -0.83, -0.41, 0.29, 0.38, 0.37, 0.47, 0.33, 0.43, 0.35, 0.28, 0.27, 0.10, 0.28, -1.16, 0.36, -0.72, -0.43, -0.57, -0.72, 0.03, 0.39, 0.34, 0.39, 0.35, 0.40, 0.31, 0.11, 0.35, 0.27, 0.30, -1.58, 0.61, -0.54, -0.42, -0.66, -0.63, 0.30, 0.37, 0.35, 0.32, 0.13, 0.50, 0.31, 0.23, 0.26, 0.20, 0.34, -1.66, 0.90, -0.18, -0.47, -0.65, -0.64, 0.33, 0.40, 0.33, 0.08, 0.11, 0.20, 0.29, 0.24, 0.29, 0.21, 0.33, -1.51, 0.27, -0.75, -0.35, -0.70, -0.56, 0.27, 0.36, 0.38, 0.44, 0.36, 0.46, 0.32, 0.25, 0.25, 0.23, 0.31],
  "total_energy_ev": -92042.516,
  "orbital_gap_ev": 7.2,
  "homo_energy_ev": -8.74,
  "fmax_ev_per_a": 2.10
}

4.
{
  "formula": "C25H56F6NNiO35S11",
  "method": "ωB97M-V with the def2-TZVPD basis set",
  "symbols": ["Ni", "C", "F", "F", "F", "S", "O", "O", "N", "S", "O", "O", "C", "F", "F", "F", "O", "S", "O", "O", "C", "C", "C", "H", "H", "H", "H", "H", "H", "H", "H", "O", "S", "O", "O", "C", "C", "C", "H", "H", "H", "H", "H", "H", "H", "H", "O", "S", "O", "O", "C", "C", "C", "H", "H", "H", "H", "H", "H", "H", "H", "O", "S", "O", "O", "C", "C", "C", "H", "H", "H", "H", "H", "H", "H", "H", "O", "S", "O", "O", "C", "C", "C", "H", "H", "H", "H", "H", "H", "H", "H", "C", "C", "O", "S", "O", "O", "O", "H", "H", "H", "H", "C", "C", "O", "S", "O", "O", "O", "H", "H", "H", "H", "C", "C", "O", "S", "O", "O", "O", "H", "H", "H", "H", "C", "C", "O", "S", "O", "O", "O", "H", "H", "H", "H"],
  "coordinates": [[-0.51, 0.94, -2.65], [1.20, 0.01, 1.26], [1.11, -0.74, 2.34], [0.44, 1.09, 1.43], [2.48, 0.44, 1.00], [0.61, -1.12, -0.25], [1.72, -1.05, -1.17], [0.29, -2.42, 0.30], [-0.69, -0.14, -1.02], [-1.96, -0.53, -0.12], [-1.64, -0.77, 1.30], [-3.06, 0.34, -0.40], [-2.39, -2.34, -0.80], [-2.09, -3.32, 0.12], [-3.69, -2.31, -1.03], [-1.74, -2.62, -1.98], [-0.38, -2.63, -5.15], [0.58, -2.08, -4.18], [0.28, -0.79, -3.62], [0.83, -3.21, -2.92], [0.92, -4.61, -3.26], [0.04, -5.43, -2.39], [2.31, -2.09, -4.93], [1.99, -4.67, -3.04], [0.65, -4.85, -4.29], [-0.97, -5.45, -2.79], [0.05, -5.13, -1.34], [0.41, -6.46, -2.44], [2.86, -1.55, -4.16], [2.36, -1.63, -5.91], [2.48, -3.17, -4.93], [-2.58, 0.04, -3.26], [-3.96, -0.09, -3.82], [-4.23, 0.31, -5.25], [-4.54, -1.63, -3.74], [-3.72, -2.56, -4.34], [-4.01, -3.97, -4.06], [-5.23, 0.61, -2.69], [-2.69, -2.24, -4.17], [-3.97, -2.41, -5.39], [-3.64, -4.21, -3.06], [-3.45, -4.66, -4.70], [-5.04, -4.31, -4.10], [-5.21, 0.25, -1.66], [-6.24, 0.41, -3.05], [-5.07, 1.67, -2.89], [3.10, -6.28, 0.14], [2.51, -6.33, 1.47], [2.99, -7.41, 2.34], [2.78, -4.93, 2.23], [2.60, -3.68, 1.53], [3.97, -2.91, 1.74], [0.68, -6.35, 1.31], [1.86, -2.99, 1.94], [2.47, -3.97, 0.49], [3.95, -1.92, 1.28], [4.83, -3.37, 1.26], [4.28, -2.91, 2.79], [0.28, -5.34, 1.35], [0.35, -6.86, 2.21], [0.29, -6.88, 0.43], [1.15, 1.96, -1.88], [2.26, 2.75, -1.37], [2.32, 3.37, -0.02], [3.73, 1.95, -1.60], [3.71, 1.05, -2.69], [4.68, -0.10, -2.32], [2.44, 4.09, -2.65], [4.01, 1.56, -3.61], [2.80, 0.47, -2.82], [4.57, -0.64, -1.37], [5.67, 0.34, -2.44], [4.82, -0.80, -3.14], [3.40, 4.53, -2.38], [1.68, 4.82, -2.37], [2.32, 3.73, -3.67], [-1.68, 2.44, -1.59], [-1.83, 3.48, -0.54], [-1.84, 3.17, 0.93], [-0.58, 4.52, -0.76], [-0.37, 5.61, 0.18], [-0.40, 6.97, -0.67], [-3.21, 4.62, -1.02], [0.61, 5.42, 0.63], [-1.02, 5.58, 1.05], [0.08, 7.73, -0.05], [-1.34, 7.31, -1.11], [0.26, 6.76, -1.50], [-3.31, 5.42, -0.29], [-4.15, 4.10, -1.20], [-2.87, 5.15, -1.91], [-2.05, 1.28, 3.94], [-3.51, 1.44, 3.62], [-4.09, 0.34, 4.38], [-3.28, 0.17, 5.85], [-2.84, -1.21, 5.98], [-4.01, 0.81, 6.96], [-2.10, 1.14, 5.36], [-1.54, 2.22, 3.73], [-1.62, 0.51, 3.31], [-3.77, 1.28, 2.57], [-3.92, 2.39, 3.96], [1.94, 3.13, 3.82], [2.97, 4.27, 3.45], [4.06, 3.88, 4.25], [3.53, 3.50, 5.78], [3.25, 4.67, 6.56], [4.38, 2.44, 6.36], [2.15, 2.84, 5.17], [1.94, 2.25, 3.18], [0.95, 3.54, 3.61], [2.52, 5.21, 3.76], [3.25, 4.37, 2.41], [6.69, 2.54, 2.36], [5.62, 2.15, 1.34], [5.11, 0.98, 1.78], [5.88, 0.35, 3.13], [6.31, -1.04, 3.02], [5.18, 0.93, 4.27], [7.20, 1.30, 2.73], [6.30, 3.11, 3.20], [7.47, 3.21, 1.99], [6.27, 1.98, 0.48], [4.79, 2.80, 1.09], [-7.03, -1.81, 0.08], [-5.90, -2.12, 0.99], [-5.24, -0.86, 1.22], [-6.35, 0.32, 1.39], [-5.90, 1.57, 0.82], [-6.90, 0.36, 2.74], [-7.36, -0.50, 0.36], [-7.84, -2.47, 0.40], [-6.72, -1.89, -0.96], [-5.24, -2.85, 0.53], [-6.30, -2.66, 1.85]],
  "mulliken_charge": [1.65, -0.70, -0.17, 0.37, 0.19, -0.74, 0.20, 0.17, 2.09, -0.47, -0.67, 0.17, -0.16, -0.15, 0.05, 0.16, -0.57, 0.45, -0.32, 0.01, -0.64, -0.77, -0.80, 0.39, 0.44, 0.27, -0.23, 0.51, 0.07, 0.38, 0.42, -0.57, 1.03, -0.67, -0.32, 0.50, -1.32, -0.57, -0.36, 0.48, 0.17, 0.37, 0.39, -0.24, 0.46, 0.37, -0.63, 1.28, -0.64, -0.42, 0.65, -1.39, -0.62, -0.05, 0.14, 0.06, 0.48, 0.44, 0.07, 0.39, 0.30, -0.50, 0.81, -0.44, -0.11, 0.32, -1.52, -0.94, 0.39, -0.30, 0.16, 0.48, 0.47, 0.44, 0.06, 0.38, -0.38, 0.89, -0.54, -0.01, -0.26, -1.17, -1.23, 0.15, 0.43, 0.41, 0.32, 0.24, 0.42, 0.35, 0.40, 0.49, 0.22, -0.31, 1.01, -0.54, -0.54, -0.41, 0.06, -0.11, -0.27, 0.38, 0.05, -0.37, -0.31, 1.04, -0.55, -0.48, -0.27, 0.03, 0.17, 0.45, 0.15, -0.30, 0.33, -0.03, 0.92, -0.55, -0.42, -0.41, 0.12, 0.39, 0.10, -0.13, -0.28, -0.35, -0.05, 1.13, -0.51, -0.51, -0.44, 0.35, 0.20, 0.17, 0.30],
  "s_squared": 2.003,
  "multiplicity": 3,
  "total_energy_ev": -276501.627,
  "orbital_gap_ev": [8.5, 7.0],
  "homo_energy_ev": [-12.32, -12.32],
  "charge": 1,
  "fmax_ev_per_a": 4.82
}